Entry 1:
The following is a quantum chemistry calculation of a molecular structure, C15H31F5OP2RuTe at a distorted geometry, from the OMol25 dataset.

Positions of all 56 atoms, in Å:
P1 -0.196 -1.857 -4.177
P2 0.282 1.647 -4.962
C1 -0.606 -0.980 -5.805
C2 0.351 0.197 -6.119
H1 -1.651 -0.578 -5.723
H2 -0.578 -1.690 -6.658
H3 1.385 -0.130 -6.232
H4 0.075 0.638 -7.092
C3 -0.751 2.559 -6.232
H5 -1.311 3.386 -5.845
H6 -1.482 1.845 -6.638
H7 -0.079 2.894 -7.059
C4 1.877 2.544 -5.345
H8 1.904 2.895 -6.372
H9 2.756 1.901 -5.250
H10 2.094 3.426 -4.750
C5 -1.510 -3.101 -4.147
H11 -1.328 -3.699 -3.239
H12 -1.434 -3.707 -5.071
H13 -2.497 -2.579 -4.122
C6 1.406 -2.663 -4.406
H14 2.238 -1.966 -4.562
H15 1.438 -3.334 -5.277
H16 1.621 -3.202 -3.464
Ru1 1.754 -1.403 -2.346
C7 -0.449 3.124 -3.449
C8 -1.781 2.765 -3.055
C9 -2.566 1.768 -3.735
C10 -2.369 0.372 -3.073
C11 -0.975 -0.297 -3.035
C12 0.366 0.426 -3.399
C13 1.301 1.379 -2.719
C14 0.661 2.754 -2.444
C15 0.961 -3.015 -1.376
H17 -0.373 4.120 -3.971
H18 -2.091 3.102 -2.053
H19 -2.501 1.727 -4.824
H20 -3.560 2.035 -3.520
H21 -2.630 0.479 -1.995
H22 -3.118 -0.363 -3.459
H23 -1.028 -0.972 -2.136
H24 1.213 -0.170 -4.016
H25 2.053 1.576 -3.524
H26 1.904 1.034 -1.912
H27 0.262 2.726 -1.426
H28 1.458 3.472 -2.481
H29 1.733 -2.952 -0.597
H30 0.997 -4.029 -1.923
H31 -0.011 -2.903 -0.872
F1 0.351 -1.787 2.031
Te1 0.181 -0.178 1.015
F2 -1.453 -0.841 0.168
F3 -0.884 0.582 2.415
F4 -0.165 1.495 0.187
F5 1.616 0.606 1.961
O1 1.320 -0.669 -0.380

Its expectation value of S² is 6.02. For the largest force on an atom, the calculation gives 0.0975 hartree/bohr. The multiplicity is 5. Its HOMO energy (spin up / spin down) is -14.1 / -14.9 eV. The net charge is +2. The calculation puts the energy above the lowest of the compared OMol25 structures with the same formula, charge and spin at 552.4 kJ/mol.

=====

Entry 2:
The following is a quantum chemistry calculation of a molecular structure, C15H31GaO4P, from the OMol25 dataset.

Positions of all 52 atoms, in Å:
O1 2.092 -1.076 0.112
P1 1.787 -0.190 -1.080
Ga1 -0.082 1.250 -0.798
C1 -1.822 0.180 -0.721
O2 -2.866 0.943 -1.371
C2 -4.141 0.550 -1.208
C3 -5.130 1.487 -1.540
C4 -6.470 1.160 -1.444
C5 -6.862 -0.108 -1.006
C6 -5.883 -1.030 -0.666
C7 -4.530 -0.718 -0.759
H1 1.782 -0.939 -2.296
H2 2.909 0.655 -1.327
H3 -0.087 2.297 -2.014
H4 0.104 2.013 0.586
H5 -1.759 -0.822 -1.163
H6 -2.103 0.053 0.331
H7 -4.809 2.467 -1.872
H8 -7.216 1.903 -1.708
H9 -7.912 -0.367 -0.934
H10 -6.172 -2.015 -0.318
H11 -3.785 -1.451 -0.479
C8 4.463 -7.095 -1.867
C9 4.845 -5.768 -2.505
O3 3.746 -4.994 -2.931
C10 2.839 -4.599 -1.903
C11 3.457 -3.766 -0.798
H12 3.809 -7.663 -2.530
H13 5.360 -7.685 -1.670
H14 3.944 -6.954 -0.918
H15 5.428 -5.953 -3.409
H16 5.483 -5.193 -1.824
H17 2.341 -5.482 -1.484
H18 2.074 -4.019 -2.417
H19 4.183 -4.340 -0.216
H20 2.687 -3.398 -0.122
H21 3.967 -2.895 -1.210
C12 1.146 6.590 3.269
C13 0.667 5.642 2.179
O4 1.022 4.296 2.391
C14 0.488 3.672 3.539
C15 -1.030 3.618 3.555
H22 2.220 6.477 3.425
H23 0.940 7.623 2.983
H24 0.645 6.404 4.221
H25 1.133 5.907 1.229
H26 -0.416 5.743 2.039
H27 0.870 4.143 4.455
H28 0.886 2.657 3.509
H29 -1.477 4.609 3.653
H30 -1.371 3.017 4.400
H31 -1.393 3.166 2.632

For the largest force on an atom, the calculation gives 0.0183 hartree/bohr. Its HOMO energy is -4.8 eV. The net charge is -1. The calculation puts the energy above the lowest of the compared OMol25 structures with the same formula, charge and spin at 157.4 kJ/mol.

=====

Entry 3:
The following is a quantum chemistry calculation of 2 unconnected molecules or ions with the total composition C15H31IN2O4 at a distorted geometry, from the OMol25 dataset.

Positions of all 53 atoms, in Å:
C1 -0.909 -0.290 -1.836
O1 -0.090 -1.207 -2.646
C2 1.314 -1.253 -2.154
C3 1.524 -2.484 -1.089
C4 2.461 -2.064 0.231
C5 1.576 -0.978 1.083
C6 2.138 -0.645 2.586
C7 2.926 0.807 2.713
C8 2.048 1.961 3.515
C9 1.431 3.130 2.545
C10 0.341 2.606 1.434
C11 0.637 3.135 -0.103
N1 1.817 2.472 -0.778
C12 2.682 3.522 -1.443
O2 2.296 3.966 -2.662
O3 3.890 4.146 -0.874
I1 4.641 5.538 -2.174
H1 -1.091 0.757 -2.375
H2 -0.479 -0.064 -0.769
H3 -1.994 -0.771 -1.727
H4 1.604 -0.193 -1.753
H5 1.995 -1.476 -3.088
H6 2.002 -3.376 -1.685
H7 0.459 -2.755 -0.667
H8 3.411 -1.507 -0.183
H9 2.752 -3.035 0.853
H10 1.470 -0.017 0.423
H11 0.478 -1.428 1.202
H12 1.220 -0.580 3.314
H13 2.838 -1.527 2.926
H14 3.379 1.191 1.698
H15 3.865 0.588 3.416
H16 2.822 2.507 4.242
H17 1.224 1.509 4.232
H18 2.260 3.813 2.028
H19 0.836 3.875 3.264
H20 -0.742 3.025 1.709
H21 0.266 1.442 1.537
H22 0.781 4.307 -0.034
H23 -0.315 2.931 -0.783
H24 2.363 1.905 -0.093
C13 -6.001 -2.720 -2.456
N2 -5.133 -2.658 -1.298
C14 -4.779 -3.890 -0.624
C15 -4.635 -1.465 -0.820
O4 -3.899 -1.341 0.150
H25 -6.954 -3.168 -2.160
H26 -5.525 -3.339 -3.222
H27 -6.185 -1.722 -2.864
H28 -5.112 -3.834 0.417
H29 -3.691 -4.004 -0.640
H30 -5.246 -4.747 -1.115
H31 -4.967 -0.593 -1.406

For the largest force on an atom, the calculation gives 0.1614 hartree/bohr. Its HOMO energy is -9.3 eV.

=====

Entry 4:
The following is a quantum chemistry calculation of a molecular structure, C15H32As2CdN2O5 at a distorted geometry, from the OMol25 dataset.

Positions of all 57 atoms, in Å:
O1 -1.451 -3.572 1.661
H1 -1.976 -4.299 2.022
Cd1 0.540 -1.454 0.034
N1 2.889 -1.339 0.036
N2 1.724 -0.556 -2.100
O2 3.450 -1.434 1.198
O3 1.150 -0.454 -3.385
C1 3.663 -1.350 -1.069
C2 3.004 -0.920 -2.251
C3 5.095 -1.742 -1.055
C4 3.581 -0.936 -3.604
H2 5.400 -2.237 -0.125
H3 5.721 -0.852 -1.209
H4 5.305 -2.421 -1.892
H5 3.178 -0.115 -4.196
H6 3.341 -1.874 -4.118
H7 4.666 -0.849 -3.559
H8 2.193 -2.148 1.859
H9 0.197 -0.316 -3.235
O4 1.288 1.695 -0.530
H10 2.062 2.212 -0.246
H11 1.630 0.983 -1.143
C5 -0.509 -3.049 -0.997
H12 -1.089 -3.646 -0.290
H13 0.288 -3.641 -1.477
H14 -1.148 -2.608 -1.775
O5 1.267 -2.583 1.897
H15 -0.647 -3.499 2.211
H16 1.473 -3.527 1.775
C6 -3.609 0.636 -1.511
As1 -1.729 0.940 -1.087
C7 -1.265 2.268 -2.436
C8 -2.048 2.252 0.380
C9 -2.849 3.376 0.192
C10 -3.044 4.264 1.263
C11 -2.440 4.030 2.499
C12 -1.640 2.892 2.692
C13 -1.468 1.998 1.638
As2 -0.642 0.221 1.912
C14 0.071 0.372 3.731
C15 -2.324 -0.682 2.349
H17 -3.621 0.058 -2.440
H18 -4.117 1.595 -1.628
H19 -4.046 0.051 -0.697
H20 -2.031 3.046 -2.452
H21 -0.288 2.677 -2.161
H22 -1.207 1.747 -3.397
H23 -3.327 3.560 -0.773
H24 -3.676 5.141 1.117
H25 -2.593 4.722 3.327
H26 -1.172 2.699 3.656
H27 -0.762 0.360 4.444
H28 0.725 -0.500 3.870
H29 0.650 1.300 3.795
H30 -2.518 -0.478 3.409
H31 -3.118 -0.254 1.725
H32 -2.199 -1.759 2.148

For the largest force on an atom, the calculation gives 0.0677 hartree/bohr. Its HOMO energy is -7.5 eV. The calculation puts the energy above the lowest of the compared OMol25 structures with the same formula, charge and spin at 0.0 kJ/mol.

=====

The highest largest force on an atom belongs to which entry?
C15H31IN2O4